Entry 1:
9
Properties=species:S:1:pos:R:3:forces:R:3 method="wB97M-V/def2-TZVPD" total_energy_ev=-6150.627 e_homo_ev="-8.765 / -9.460" homo_lumo_gap_ev="6.97 / 8.54" max_force_ev_per_a=1.34 e_above_lowest_kj_mol=508.9
C 0.06588 0.17751 -0.03172 0.921 -0.437 0.104
N 1.13671 0.42122 -0.77253 -0.614 0.615 -0.262
C -1.18941 0.65602 0.06991 -0.473 0.255 -0.134
C 0.55977 -1.14783 0.68616 0.524 0.488 -1.129
N 0.50354 -1.84876 1.63387 -0.227 -0.240 0.534
H 1.02479 1.20407 -1.42375 -0.077 0.007 0.110
H 1.33724 -1.07708 -0.33167 -0.124 -0.722 0.739
H -1.67486 1.06152 -0.80868 0.040 0.137 0.062
H -1.76367 0.55334 0.97842 0.029 -0.103 -0.024

Entry 2:
9
Properties=species:S:1:pos:R:3:forces:R:3 method="wB97M-V/def2-TZVPD" total_energy_ev=-6148.733 e_homo_ev="-9.376 / -9.377" homo_lumo_gap_ev="8.51 / 8.51" max_force_ev_per_a=0.33 e_above_lowest_kj_mol=691.5
N -0.65025 0.56714 0.93539 -0.113 0.092 0.008
C 0.55424 0.75353 0.23199 0.104 -0.016 -0.008
C 1.03596 -0.65125 0.09263 0.096 -0.196 -0.075
N 0.03938 -1.47806 0.13052 0.175 0.285 0.011
C -0.95126 -0.49472 0.10619 -0.240 -0.085 0.009
H -1.28584 1.35674 0.92488 0.059 -0.093 -0.001
H -0.07758 0.75958 -1.22816 -0.036 -0.058 0.029
H 2.06264 -0.93653 -0.12247 -0.141 0.045 0.013
H -0.78557 0.20780 -1.25172 0.096 0.026 0.014

Entry 3:
9
Properties=species:S:1:pos:R:3:forces:R:3 method="wB97M-V/def2-TZVPD" total_energy_ev=-6152.028 e_homo_ev=-9.666 homo_lumo_gap_ev=10.70 max_force_ev_per_a=10.21 e_above_lowest_kj_mol=373.7 smiles="[H]/N=C(/N)C#C"
H -0.95902 -1.99393 -0.28781 0.708 -2.160 0.106
N -1.36538 -1.17981 0.05747 -5.184 -3.976 0.418
C -0.64766 -0.26754 -0.15805 7.446 6.982 0.136
N -0.89707 1.05653 -0.06999 -7.300 1.326 2.104
C 0.88220 -0.18026 -0.14662 -5.948 -1.950 -1.665
C 2.03102 -0.20979 -0.02351 8.316 -0.324 2.231
H -0.19651 1.74884 -0.14628 0.415 0.454 0.191
H -1.97874 1.31124 0.40421 4.422 -0.676 -2.118
H 3.13116 -0.28528 0.37059 -2.875 0.324 -1.404

Entry 4:
9
Properties=species:S:1:pos:R:3:forces:R:3 method="wB97M-V/def2-TZVPD" total_energy_ev=-6149.079 spin_multiplicity=3 e_homo_ev="-8.542 / -10.629" homo_lumo_gap_ev="9.55 / 8.99" max_force_ev_per_a=3.47 e_above_lowest_kj_mol=138.5
C 1.78554 0.01745 -0.00587 -2.244 0.137 0.017
C -0.87625 0.12316 0.70932 -0.936 -1.828 2.800
C 0.40925 0.07795 -0.06458 -2.382 1.573 0.944
N 2.88564 -0.28793 0.02623 2.196 -0.323 -0.008
N -0.60063 1.04491 -0.33426 1.695 0.233 0.289
H -1.64416 -0.72237 0.61689 1.280 1.047 -0.561
H -1.02119 0.50017 1.80439 0.854 -0.197 -2.086
H 0.20658 -1.77003 -1.58943 -0.079 -0.430 -0.382
H -1.14478 1.01670 -1.16269 -0.384 -0.211 -1.012